{
  "formula": "C5H6LiO4Pm",
  "method": "ωB97M-V with the def2-TZVPD basis set",
  "symbols": ["O", "C", "O", "O", "C", "C", "Li", "H", "H", "H", "Pm", "C", "C", "O", "H", "H", "H"],
  "coordinates": [[-0.06936, -2.11519, -2.79331], [0.08129, -1.91328, -1.60435], [-0.47409, -2.37934, -0.60593], [0.96086, -0.77054, -1.35506], [1.15381, -0.35114, -0.14890], [1.31508, 1.00852, 0.20795], [-1.12869, -3.07659, -3.95342], [0.96349, -1.08376, 0.64735], [1.78207, 1.60940, -0.57803], [1.93864, 1.02945, 1.11833], [-2.70170, -2.85296, 0.64531], [-0.26134, 1.88692, 0.69792], [-0.78572, 1.66642, 2.06140], [-1.65822, 0.83888, 2.28951], [-1.00416, 1.61100, -0.05794], [-0.09275, 1.94483, 2.88181], [-0.01922, 2.94737, 0.54735]],
  "forces_ev_per_angstrom": [[0.04, -0.19, 0.52], [-0.04, 0.42, -1.01], [-1.28, -0.47, 1.26], [0.31, 0.77, 0.57], [-2.16, -0.99, 0.01], [-0.06, 1.88, 1.03], [0.41, 0.02, -0.61], [0.34, 0.06, -0.25], [-0.42, 0.11, 0.06], [-0.27, 0.21, -0.16], [0.72, 0.23, 0.12], [0.88, -0.06, -2.40], [1.28, -3.33, 1.48], [0.26, 1.00, -0.63], [0.25, -0.09, 0.09], [-0.76, 0.81, 0.04], [0.52, -0.38, -0.11]],
  "mulliken_charge": [-0.6556, 0.7690, -0.6903, -0.1958, 0.2713, -0.7945, 0.9472, 0.4179, 0.4030, 0.4013, 1.9040, -0.4967, 0.0874, -0.4368, 0.3416, 0.3553, 0.3718],
  "spin_multiplicity": 6,
  "gap_ev": [7.4, 7.5],
  "homo_ev": [-19.7, -19.7],
  "charge": 3,
  "lumo_ha": [-0.4528, -0.4471]
}

{
  "formula": "C5H14N2S",
  "method": "ωB97M-V with the def2-TZVPD basis set",
  "symbols": ["N", "C", "C", "S", "C", "N", "C", "C", "H", "H", "H", "H", "H", "H", "H", "H", "H", "H", "H", "H", "H", "H"],
  "coordinates": [[-0.97546, -2.29367, -0.98290], [-0.87258, -1.04651, -0.31548], [-0.71856, -1.06359, 1.06051], [-3.14500, 0.87545, 0.49573], [0.72086, -0.63308, -0.20207], [1.12779, 0.59866, 0.45447], [0.28310, 1.72440, 0.05805], [2.52025, 0.83440, 0.14283], [-1.09543, -2.15202, -1.97948], [-1.79684, -2.78963, -0.65543], [-1.45782, -0.21911, -0.71354], [-0.46636, -1.99585, 1.55320], [-1.09676, -0.24389, 1.67414], [-4.22572, 1.66788, 0.48256], [0.95544, -0.55770, -1.27826], [1.34868, -1.45388, 0.14787], [0.58726, 2.60891, 0.61596], [-0.74636, 1.48863, 0.28955], [0.37097, 1.93996, -1.02108], [3.14150, 0.00095, 0.46182], [2.85996, 1.73634, 0.64892], [2.68108, 0.97336, -0.93738]],
  "forces_ev_per_angstrom": [[0.11, -0.15, -0.20], [-0.71, -0.22, -0.14], [-1.44, -0.47, 0.55], [-0.01, -0.33, 0.01], [1.53, 0.77, 0.20], [-0.31, -0.08, 0.08], [0.48, -0.13, -0.10], [0.14, 0.15, -0.05], [0.07, -0.03, 0.05], [0.08, -0.01, 0.06], [0.14, 0.40, -0.06], [0.24, -0.03, -0.06], [0.71, 0.35, -0.29], [0.05, -0.03, 0.08], [-0.46, -0.23, -0.30], [-0.23, -0.16, 0.07], [-0.04, -0.02, 0.00], [-0.33, 0.34, 0.02], [-0.02, -0.02, 0.05], [0.03, -0.10, 0.13], [-0.01, -0.02, 0.04], [-0.02, 0.02, -0.11]],
  "mulliken_charge": [-0.6670, 0.5540, -0.6445, -0.6014, -0.8931, -0.0726, -0.8894, -0.9857, 0.2923, 0.2704, 0.2731, 0.2814, 0.2205, 0.0325, 0.4485, 0.4963, 0.3669, 0.1884, 0.2879, 0.3272, 0.3261, 0.3883],
  "e_above_lowest_kcal_mol": 105.0,
  "spin_multiplicity": 1,
  "gap_ev": 5.5,
  "homo_ev": -6.9,
  "charge": 0,
  "lumo_ha": -0.0517
}

{
  "formula": "C41H101F6N5O8P",
  "method": "ωB97M-V with the def2-TZVPD basis set",
  "symbols": ["C", "C", "N", "C", "C", "C", "C", "C", "O", "C", "H", "H", "H", "H", "H", "H", "H", "H", "H", "H", "H", "H", "H", "H", "H", "H", "H", "H", "H", "H", "C", "C", "N", "C", "C", "C", "C", "C", "O", "C", "H", "H", "H", "H", "H", "H", "H", "H", "H", "H", "H", "H", "H", "H", "H", "H", "H", "H", "H", "H", "C", "C", "N", "C", "C", "C", "C", "C", "O", "C", "H", "H", "H", "H", "H", "H", "H", "H", "H", "H", "H", "H", "H", "H", "H", "H", "H", "H", "H", "H", "C", "C", "N", "C", "C", "C", "C", "C", "O", "C", "H", "H", "H", "H", "H", "H", "H", "H", "H", "H", "H", "H", "H", "H", "H", "H", "H", "H", "H", "H", "C", "C", "N", "C", "C", "C", "C", "C", "O", "C", "H", "H", "H", "H", "H", "H", "H", "H", "H", "H", "H", "H", "H", "H", "H", "H", "H", "H", "H", "H", "O", "C", "O", "O", "H", "P", "F", "F", "F", "F", "F", "F"],
  "coordinates": [[-4.79287, -0.22736, -5.01268], [-3.75253, -0.38261, -3.79996], [-4.02285, -1.71880, -2.98579], [-3.80292, -2.94391, -3.93189], [-2.87502, -1.55550, -1.90512], [-2.81579, -2.78950, -0.96132], [-5.44522, -1.80328, -2.45693], [-5.86101, -0.74384, -1.33498], [-5.73604, 0.54404, -1.89336], [-6.08331, 1.62063, -0.99821], [-4.60308, 0.71440, -5.52761], [-5.81044, -0.39451, -4.65953], [-4.58176, -0.92847, -5.82014], [-3.82014, 0.50006, -3.16403], [-2.71018, -0.53694, -4.07884], [-4.48636, -2.84242, -4.77493], [-3.99143, -3.90388, -3.45124], [-2.79502, -2.89492, -4.34401], [-3.14876, -0.61989, -1.41747], [-1.87410, -1.38912, -2.30332], [-2.32499, -3.67143, -1.37292], [-3.80356, -3.00598, -0.55444], [-2.21460, -2.45951, -0.11411], [-5.66333, -2.77387, -2.01141], [-6.05917, -1.76009, -3.35654], [-5.29636, -0.95269, -0.42634], [-6.88305, -0.86169, -0.97492], [-5.13013, 1.83277, -0.51393], [-6.81909, 1.26988, -0.27453], [-6.34162, 2.43980, -1.66927], [-2.89092, -3.18821, 2.65775], [-3.56443, -2.41719, 3.85410], [-2.57245, -1.44398, 4.66246], [-1.30062, -2.29225, 4.99371], [-2.02906, -0.29159, 3.80069], [-3.20544, 0.65753, 3.35941], [-3.24300, -1.06386, 5.99055], [-2.49047, -0.27907, 7.12483], [-1.89616, 0.96995, 6.76687], [-1.21744, 1.61625, 7.89003], [-2.69777, -4.20063, 3.01244], [-2.01406, -2.77163, 2.16207], [-3.69423, -3.24392, 1.92313], [-3.76271, -3.13163, 4.65308], [-4.50873, -1.97774, 3.53273], [-0.72946, -2.47141, 4.08279], [-1.63604, -3.26187, 5.36173], [-0.74122, -1.68680, 5.70687], [-1.55996, -0.60673, 2.86863], [-1.38223, 0.30978, 4.43950], [-2.81620, 1.42436, 2.68966], [-3.46763, 1.19064, 4.27328], [-3.97278, 0.20384, 2.73216], [-3.17794, -1.97694, 6.58228], [-4.24775, -0.64334, 5.94885], [-1.62761, -0.82646, 7.50421], [-3.04790, -0.15954, 8.05386], [-0.38378, 1.05670, 8.31432], [-1.85990, 1.97602, 8.69371], [-0.79250, 2.56905, 7.57425], [2.83296, 3.05897, 6.71299], [2.75950, 4.00532, 5.48126], [1.99564, 3.36917, 4.24793], [0.55699, 2.98026, 4.78574], [1.84921, 4.39534, 3.02946], [1.43733, 3.78873, 1.69252], [2.74828, 2.09785, 3.76267], [4.24947, 2.31345, 3.55300], [4.46744, 3.33953, 2.56522], [5.58442, 3.10558, 1.67738], [3.14033, 2.04181, 6.47010], [1.85902, 3.07642, 7.20210], [3.61954, 3.37132, 7.39989], [3.80485, 4.24385, 5.28511], [2.38811, 4.98456, 5.78333], [0.66060, 2.11404, 5.43922], [-0.14467, 2.62068, 4.03310], [0.12239, 3.85909, 5.26207], [2.79623, 4.93256, 2.97774], [1.16585, 5.21019, 3.26849], [1.57925, 4.47516, 0.85780], [0.37782, 3.58360, 1.53940], [2.13441, 2.97450, 1.49449], [2.28944, 1.60214, 2.90718], [2.68539, 1.41331, 4.60856], [4.65187, 1.34973, 3.24086], [4.75400, 2.56808, 4.48504], [6.52749, 2.94073, 2.19849], [5.71883, 3.94174, 0.99118], [5.31440, 2.11193, 1.31981], [-1.55878, 3.27599, -3.51277], [-0.46331, 4.23630, -3.92619], [0.95603, 3.54836, -3.98292], [0.90003, 2.38571, -5.04321], [2.05378, 4.52790, -4.42018], [1.69062, 5.33684, -5.64401], [1.34143, 3.00620, -2.60367], [2.84356, 2.75425, -2.29521], [3.36896, 1.82563, -3.20348], [4.80085, 1.73547, -3.34960], [-2.44674, 3.90429, -3.44306], [-1.46388, 2.73865, -2.56918], [-1.74126, 2.53925, -4.29508], [-0.40179, 5.10297, -3.26800], [-0.65629, 4.69889, -4.89411], [1.87901, 2.03315, -5.36786], [0.38079, 2.76814, -5.92198], [0.44620, 1.53955, -4.52732], [3.00218, 4.00712, -4.55220], [2.21279, 5.24115, -3.61143], [0.93599, 6.08094, -5.38915], [1.34204, 4.73769, -6.48520], [2.52997, 5.96995, -5.93173], [0.58989, 2.24593, -2.39089], [1.04284, 3.79275, -1.91064], [2.94269, 2.20821, -1.35707], [3.27863, 3.75275, -2.25243], [5.09511, 0.79014, -3.80553], [5.32228, 1.87060, -2.40200], [5.20753, 2.58694, -3.89524], [2.52084, -1.57327, -1.74427], [3.10914, -2.54071, -0.76900], [2.71103, -3.99968, -1.18324], [3.47739, -4.91778, -0.23769], [1.07400, -4.22680, -1.17100], [0.56388, -4.07007, 0.30683], [3.16776, -4.26215, -2.64623], [3.06370, -5.81914, -3.19153], [3.82729, -6.75536, -2.42687], [3.87898, -8.09209, -3.10112], [2.84792, -0.55559, -1.53103], [1.44362, -1.69722, -1.85529], [3.03206, -1.65906, -2.70311], [2.69782, -2.21908, 0.18780], [4.19828, -2.55812, -0.80870], [4.48514, -4.91994, -0.65307], [3.02010, -5.90192, -0.13555], [3.44147, -4.46466, 0.75302], [0.83695, -5.24592, -1.47646], [0.61310, -3.73885, -2.02983], [0.89524, -4.84129, 1.00219], [-0.51553, -4.13131, 0.44553], [0.87242, -3.05944, 0.57428], [4.23374, -4.03661, -2.61564], [2.72486, -3.51797, -3.30813], [3.47684, -5.85567, -4.19956], [2.10860, -6.34327, -3.22567], [2.86662, -8.43200, -3.31955], [4.29451, -8.87746, -2.46976], [4.44135, -8.25869, -4.01986], [0.00127, -0.62616, -4.70027], [-0.04064, -1.72645, -5.49344], [-0.41709, -1.65552, -6.69320], [0.16590, -2.84167, -4.93781], [0.34596, -1.11650, -3.95035], [-0.36364, 0.78367, -0.01184], [-0.57864, 0.42178, -1.63461], [1.21274, 0.76490, -0.13023], [-0.39623, 2.38847, -0.21869], [-0.14077, 1.17935, 1.55425], [-2.01069, 0.79453, 0.19619], [-0.46972, -0.70738, 0.43151]],
  "forces_ev_per_angstrom": [[1.88, -0.67, 0.73], [-1.55, -0.98, -1.70], [1.60, 0.64, -0.20], [0.01, 1.19, 0.12], [-1.47, -1.71, 0.45], [-0.08, 1.43, 0.11], [-0.42, 0.82, 1.28], [0.33, -0.36, -1.70], [-0.14, -0.44, 0.22], [1.39, -0.97, -0.75], [-0.45, 0.32, 0.53], [0.11, 0.68, -0.23], [0.04, -0.35, 0.24], [-0.19, -0.57, 0.32], [-0.15, 0.23, -0.59], [-0.08, 0.07, 0.23], [0.05, 0.36, 0.39], [0.15, 0.03, 0.22], [0.00, -0.32, 0.37], [-0.47, -0.13, -0.90], [-0.29, 0.09, -0.29], [0.00, -0.32, -0.14], [0.11, -0.04, 0.03], [0.55, -0.21, -0.12], [-0.11, 0.28, 0.33], [0.80, 0.40, 0.11], [-0.41, -0.57, -0.53], [-0.21, 0.52, 0.57], [-0.32, 0.50, -0.14], [-0.46, 0.03, 0.55], [-1.13, 0.25, 0.89], [1.85, -0.16, 0.59], [0.82, -0.62, -1.08], [-1.32, 0.57, -0.26], [-2.47, 1.39, -0.53], [1.57, 0.01, 0.48], [1.10, 0.40, 1.89], [2.32, 0.87, -0.38], [0.07, 0.93, 0.49], [-0.21, 0.54, -0.51], [0.28, 0.05, -0.27], [-0.09, 0.26, 0.32], [0.24, -0.19, -0.19], [-0.37, -0.06, -0.23], [0.44, 0.71, 0.41], [-0.15, 0.31, 0.07], [0.13, 0.20, 0.39], [0.06, -0.41, -0.04], [0.32, -0.69, 0.52], [0.21, -0.39, -0.08], [0.46, -0.04, 0.05], [-1.01, -0.11, -0.24], [-0.27, -0.25, 0.69], [-1.13, -0.63, -0.58], [0.09, -0.40, -0.88], [0.06, -0.91, -0.22], [-1.10, -0.12, -0.44], [-0.18, -0.56, -0.12], [-0.58, -0.72, 0.03], [0.01, -0.17, -0.75], [-0.57, 0.32, -0.61], [0.87, -0.81, 0.38], [-1.01, 0.39, -0.34], [1.10, -0.16, -0.58], [0.08, 0.74, 0.40], [0.48, 0.01, 0.06], [0.42, 0.44, 1.24], [-0.20, 0.95, -0.94], [0.16, 0.06, 0.72], [-0.50, -1.20, 1.25], [-0.31, -0.03, -0.17], [0.26, -0.33, 0.33], [-0.24, 0.50, -0.01], [-0.18, -0.23, -1.15], [-0.91, -0.24, -0.45], [0.22, 0.43, 0.38], [0.54, 0.38, -0.72], [0.27, -0.15, 0.13], [0.22, -0.64, -0.08], [-0.44, -0.45, 0.79], [0.57, 0.58, 0.35], [0.22, -0.69, 0.73], [-0.64, -0.22, -0.39], [-0.35, 0.60, 0.09], [-0.19, -0.11, -0.10], [0.08, -0.14, -0.23], [0.05, 0.05, 0.04], [0.06, 0.37, 0.38], [-0.48, -0.37, -0.10], [0.48, 0.17, -1.38], [-0.41, 0.11, -0.47], [1.28, -0.46, 0.32], [1.10, -0.21, -1.07], [-0.03, 0.54, 1.00], [-0.49, 0.55, 0.06], [-0.29, 0.48, 0.05], [-0.80, 0.54, 0.23], [-1.14, -0.97, -0.42], [0.83, -0.27, -1.45], [-0.17, 1.01, 0.69], [-0.19, -0.13, 0.04], [0.36, 0.31, 0.03], [-0.01, 0.00, -0.01], [0.38, -0.24, 0.42], [0.09, -0.60, -0.17], [0.21, 0.52, 0.45], [-0.29, -0.26, 0.30], [-0.39, 0.15, -0.52], [-0.37, -0.45, -0.03], [-0.17, -0.11, 0.28], [-0.26, -0.16, -0.09], [0.21, 0.11, -0.04], [0.23, -0.40, -0.18], [0.82, -0.54, -0.17], [0.07, 0.26, 0.05], [-0.46, 0.83, 0.75], [0.76, -0.20, -0.14], [-0.38, 0.17, -0.02], [-0.19, -0.51, 0.53], [-0.25, -0.05, -0.67], [1.15, 0.61, -1.29], [-0.84, -0.64, -1.15], [-2.08, -0.36, -0.42], [-0.79, 0.63, -0.07], [1.10, -1.41, 1.45], [0.13, 0.90, -1.26], [0.49, -2.11, 0.39], [0.34, 0.10, 0.59], [1.18, -1.21, -0.51], [-0.71, 0.12, 0.64], [-0.65, 0.10, 0.67], [0.13, 0.41, 0.04], [-0.47, -0.38, -0.34], [0.37, -1.02, 0.39], [-0.07, 0.13, 0.33], [-0.07, -0.46, 0.40], [0.24, 0.06, -0.61], [0.19, 0.13, -0.10], [1.00, -0.43, 0.13], [0.23, 1.20, 0.47], [0.72, 0.12, -0.29], [-0.13, 0.20, -0.73], [-0.18, -0.14, 0.75], [0.14, -0.11, -0.08], [-0.53, -0.61, -0.02], [-0.17, 0.75, -0.22], [-0.83, 1.18, -0.21], [-0.27, 0.26, 0.02], [0.04, 0.70, 0.77], [0.24, 1.32, -0.24], [0.35, 0.78, 0.69], [-2.22, -3.09, -4.77], [0.70, 1.54, 1.89], [0.82, 0.37, 1.96], [0.19, 0.46, 1.05], [-2.08, 1.90, 0.46], [0.54, 0.59, 1.76], [0.74, -0.44, -0.94], [-0.22, -0.17, -1.52], [-0.38, -0.38, 1.28], [0.42, 0.60, -0.40], [0.83, -2.39, -0.23]],
  "mulliken_charge": [-1.3842, -0.2805, 0.3061, -0.9765, 0.3424, -0.4477, -0.8836, -0.5859, -0.2588, -0.6873, 0.3888, 0.3310, 0.4212, 0.4189, 0.3928, 0.4765, 0.3395, 0.3448, 0.2435, -0.4865, 0.3342, 0.2206, -0.3438, 0.5067, 0.6603, 0.1529, 0.6378, 0.1819, 0.3390, 0.2416, -0.6009, -0.6104, 0.5812, -0.9186, -0.0476, -1.4085, -0.4902, -1.0344, -0.1645, -0.9090, 0.4490, -0.1723, 0.3148, 0.4764, 0.4625, 0.2561, 0.3938, 0.4080, 0.2365, 0.0343, 0.2803, 0.4709, 0.2910, 0.2820, 0.4203, 0.4063, 0.5459, 0.4300, 0.3985, 0.1672, -1.0221, -0.6369, 0.5293, -1.2015, -1.1221, -0.5936, -0.4005, -1.0845, -0.1950, -0.7596, 0.2752, 0.2256, 0.4300, 0.3789, 0.5785, 0.4778, 0.2031, 0.4981, 0.4550, 0.6706, 0.4379, 0.2764, 0.0882, 0.0368, 0.6910, 0.5811, 0.3312, 0.2891, 0.2635, 0.2875, -1.2695, -0.5569, 0.8211, -0.8360, -0.2323, -1.3325, 0.2571, -1.0065, -0.1815, -0.9487, 0.5522, 0.1492, 0.3532, 0.4206, 0.5215, 0.2346, 0.3837, 0.3700, 0.1745, 0.3492, 0.3739, 0.3191, 0.4217, -0.5776, 0.2529, 0.5661, 0.5152, 0.2502, 0.3189, 0.3710, -0.1277, -0.8367, 0.4356, -1.1401, -0.4358, -0.8151, -0.5672, -0.8081, -0.3138, -0.8021, 0.0819, -0.3129, 0.4712, 0.3399, 0.4718, 0.4252, 0.3223, 0.4265, 0.3958, 0.2599, 0.3848, 0.3995, -0.0237, 0.5079, 0.2026, 0.5067, 0.4515, 0.3216, 0.3060, 0.3227, -0.0875, 0.5873, -0.7589, -0.6673, -0.0869, 1.8177, -0.2917, -0.5071, -0.3637, -0.3195, -0.6784, -0.4115],
  "e_above_lowest_kcal_mol": 161.7,
  "spin_multiplicity": 1,
  "gap_ev": 6.2,
  "homo_ev": -12.0,
  "charge": 3,
  "lumo_ha": -0.2152
}